1.
The following is a DFT calculation (the ωB97M-V functional and the def2-TZVPD basis) of C30H56CsN5O3S2Si3 as an isolated structure.

```
100
C30H56CsN5O3S2Si3, DFT the ωB97M-V functional and the def2-TZVPD basis
Cs 1.16 -1.14 -0.12
N 1.47 -3.56 1.99
C 2.84 -4.05 2.11
C 3.75 -3.10 2.88
C 4.15 -1.81 2.15
N 3.19 -0.73 2.36
H 1.08 -3.31 2.88
H 0.86 -4.26 1.58
H 3.24 -4.18 1.10
H 2.88 -5.04 2.61
H 4.67 -3.67 3.09
H 3.31 -2.87 3.85
H 4.21 -2.01 1.08
H 5.16 -1.53 2.49
H 3.45 0.07 1.78
H 3.22 -0.41 3.32
C -2.74 -3.03 -0.17
O -1.97 -2.06 0.48
Si -2.63 -0.72 1.29
C -2.93 0.50 -0.12
C -4.39 -1.26 1.80
C -1.56 -0.16 2.59
Si -1.31 -1.28 3.98
C -1.72 -3.09 3.57
C -2.40 -0.92 5.51
C 0.45 -1.34 4.68
Si -1.22 1.60 2.77
C 0.00 1.99 4.18
C -0.44 2.48 1.28
C -2.75 2.65 3.19
H -3.42 -3.54 0.52
H -2.07 -3.79 -0.59
H -3.33 -2.61 -0.99
H -3.48 0.00 -0.92
H -1.98 0.86 -0.53
H -3.50 1.38 0.20
H -5.02 -1.55 0.96
H -4.86 -0.41 2.30
H -4.37 -2.08 2.52
H -2.80 -3.28 3.60
H -1.25 -3.77 4.29
H -1.37 -3.36 2.57
H -3.46 -0.92 5.23
H -2.17 0.08 5.91
H -2.25 -1.65 6.31
H 1.19 -1.37 3.88
H 0.58 -2.22 5.32
H 0.66 -0.46 5.29
H 0.96 1.51 4.00
H -0.38 1.67 5.15
H 0.17 3.07 4.22
H 0.48 1.98 0.95
H -0.16 3.50 1.57
H -1.10 2.56 0.42
H -3.22 2.28 4.11
H -3.50 2.57 2.39
H -2.51 3.71 3.32
C 0.75 3.11 -2.54
C 1.32 2.25 -3.66
C 1.18 0.77 -3.38
N -0.23 0.34 -3.34
C -0.83 -0.40 -4.26
S -0.11 -1.09 -5.58
N -2.21 -0.59 -4.05
C -3.19 0.32 -3.74
O -4.32 -0.06 -3.50
C -2.87 1.78 -3.80
C -2.09 2.31 -4.82
C -1.90 3.68 -4.89
C -2.46 4.52 -3.93
C -3.23 3.98 -2.91
C -3.45 2.61 -2.85
H 0.89 4.18 -2.74
H 1.24 2.88 -1.59
H -0.33 2.96 -2.42
H 2.40 2.44 -3.75
H 0.87 2.50 -4.63
H 1.66 0.57 -2.41
H 1.69 0.17 -4.12
H -0.78 0.62 -2.54
H -2.56 -1.49 -4.34
H -1.64 1.66 -5.56
H -1.30 4.10 -5.69
H -2.28 5.58 -3.98
H -3.66 4.62 -2.15
H -4.05 2.17 -2.07
S 4.22 2.03 0.04
C 3.51 0.87 -0.91
O 3.54 -2.20 -1.03
N 3.84 -1.33 -2.03
C 4.50 -0.08 -1.57
C 5.13 0.60 -2.77
C 4.88 0.23 -4.04
C 4.09 -0.92 -4.36
C 3.64 -1.67 -3.29
H 5.26 -0.38 -0.83
H 5.76 1.45 -2.53
H 5.34 0.80 -4.85
H 3.85 -1.21 -5.37
H 3.09 -2.60 -3.41
```

As for the total energy: -3361.297193 Ha. The total charge is -2. The value obtained for the energy relative to the best compared isomer or geometry (same formula, charge and spin) is 1.3 kcal per mole. The HOMO energy comes out at -0.3 eV.

***

2.
The following is a DFT calculation (the ωB97M-V functional and the def2-TZVPD basis) of C21H14Cl2F6N3O6S3Sr as an isolated structure in a non-equilibrium geometry.

```
56
C21H14Cl2F6N3O6S3Sr, DFT the ωB97M-V functional and the def2-TZVPD basis
Sr -0.40 -1.87 -1.01
F 0.29 -6.68 -3.31
C -0.40 -5.60 -3.66
F -1.62 -5.68 -3.14
F -0.50 -5.56 -4.99
S 0.46 -4.08 -3.07
O -0.47 -3.01 -3.36
O 1.73 -4.08 -3.71
N 0.48 -4.34 -1.51
S 1.84 -4.12 -0.71
O 2.16 -2.71 -0.72
O 2.87 -5.08 -0.92
C 1.18 -4.44 0.99
F 1.13 -5.74 1.24
F -0.04 -3.92 1.15
F 2.01 -3.87 1.86
S -3.21 -1.61 0.10
C -3.20 -0.27 -1.00
C -4.29 0.64 -1.08
C -4.24 1.69 -1.96
C -3.11 1.87 -2.77
C -2.09 0.95 -2.63
N -2.12 -0.07 -1.78
H -5.14 0.47 -0.44
H -5.07 2.38 -2.02
H -3.03 2.69 -3.47
H -1.17 1.05 -3.21
Cl -1.02 3.11 0.40
C -0.99 2.11 1.82
C -1.97 1.15 1.95
C -2.04 0.38 3.10
C -1.14 0.59 4.12
C -0.14 1.53 3.96
Cl 1.02 1.75 5.24
C -0.01 2.31 2.80
N 1.03 3.22 2.67
C 1.80 3.40 1.50
C 2.08 4.70 1.08
C 2.83 4.93 -0.06
C 3.28 3.85 -0.81
C 3.01 2.56 -0.39
C 2.29 2.31 0.78
C 2.09 0.89 1.25
C 1.02 0.10 0.49
O 0.89 0.31 -0.75
O 0.38 -0.77 1.13
H -2.68 1.00 1.14
H -2.79 -0.40 3.17
H -1.17 0.00 5.03
H 1.40 3.59 3.53
H 1.67 5.53 1.65
H 3.04 5.94 -0.37
H 3.84 4.01 -1.72
H 3.36 1.71 -0.96
H 1.87 0.84 2.31
H 3.02 0.34 1.08
```

As for the total energy: -4169.505924 Ha. The total charge is -1. The value obtained for the energy relative to the best compared isomer or geometry (same formula, charge and spin) is 10.9 kcal per mole. The HOMO energy comes out at -4.8 eV.

***

- Which of these has the lowest energy relative to the best compared isomer or geometry (same formula, charge and spin)?
  C30H56CsN5O3S2Si3

***

- The lowest total charge belongs to which entry?
  C30H56CsN5O3S2Si3